50
Properties=species:S:1:pos:R:3:forces:R:3:nbo_charge:R:1 method="wB97M-V/def2-TZVPD" lumo_energy_ha="0.0919 / 0.0919" charge=-1 e_above_lowest_kcal_mol=14.57 homo_energy_ev="-3.24 / -3.24" homo_lumo_gap_ev="5.74 / 5.74"
Pt -0.132129 -0.047699 -0.103753 -2.0 -1.3 -0.8 0.430
C -3.726921 4.336439 -0.499868 -0.1 -0.1 0.2 -0.623
C -4.115784 3.317415 0.574153 -0.3 0.0 -0.5 -0.214
N -3.131889 3.180984 1.615405 0.9 -0.1 0.1 -0.441
C -3.185193 4.089561 2.737211 0.1 0.3 0.4 -0.205
C -2.231157 5.280964 2.641996 -0.1 -0.1 0.0 -0.624
C -1.980244 2.439921 1.438033 -1.1 -0.9 -2.2 0.375
S -1.950061 1.473000 -0.051414 0.6 0.0 0.9 -0.251
N -1.095681 2.541822 2.375887 0.8 0.3 1.5 -0.704
C 0.135294 2.007769 2.459444 0.3 -1.5 -4.5 0.621
O 0.772462 1.437248 1.473582 -1.2 2.2 4.3 -0.726
C 0.789622 2.142710 3.731283 1.1 -0.2 2.3 -0.046
C 1.993322 1.448815 3.984977 -0.8 0.2 -0.6 -0.181
C 2.579113 1.486365 5.227173 0.2 0.1 0.6 -0.227
C 2.010520 2.226446 6.260405 -0.2 0.0 -0.4 -0.211
C 0.844408 2.946338 6.015760 0.4 0.0 0.6 -0.222
C 0.241245 2.908212 4.781879 0.0 -0.3 -1.0 -0.197
H -4.472776 4.350190 -1.291290 -0.1 0.0 -0.1 0.203
H -2.770983 4.053402 -0.929856 0.1 0.0 -0.1 0.231
H -3.644782 5.335849 -0.076756 0.0 0.1 0.0 0.188
H -4.249601 2.341496 0.102376 -0.1 0.1 0.1 0.239
H -5.062921 3.615480 1.037405 0.1 -0.1 0.0 0.183
H -2.935437 3.519958 3.636504 -0.1 0.1 0.0 0.213
H -4.211887 4.455061 2.823443 0.0 -0.1 0.0 0.186
H -1.212562 4.918369 2.559571 0.1 0.0 0.0 0.229
H -2.311693 5.886216 3.541331 0.0 0.2 0.1 0.198
H -2.452504 5.906423 1.781887 -0.1 0.1 -0.1 0.196
H 2.423208 0.862267 3.186205 0.0 0.0 -0.1 0.243
H 3.489864 0.931521 5.418400 0.0 0.0 -0.1 0.206
H 2.464732 2.232552 7.240401 0.0 0.0 0.1 0.202
H 0.412702 3.538611 6.813199 -0.1 0.0 0.0 0.201
H -0.663547 3.464349 4.592720 -0.1 0.0 0.0 0.226
C 2.550448 -0.974611 -0.578691 0.0 -0.3 0.1 -0.231
O 1.259416 -1.457106 -0.499387 -0.1 -0.1 0.1 -0.837
H 3.239224 -1.827561 -0.454005 0.2 0.2 0.0 0.137
H 2.779748 -0.239834 0.211020 0.2 0.0 0.0 0.127
H 2.764100 -0.507332 -1.553138 0.1 0.1 0.0 0.129
F -1.117537 -1.712182 2.110155 0.2 0.1 1.0 -0.543
B -1.169678 -1.486142 0.796063 0.4 0.7 -0.7 1.040
F -1.994691 -2.381152 0.237709 -0.4 -0.3 -0.6 -0.541
C 0.955664 3.940748 -0.172388 0.3 -0.6 0.3 -0.807
S 1.896467 2.362053 -0.312893 1.6 2.6 -1.7 1.335
C 3.121431 3.100515 -1.543342 -0.4 -0.5 0.8 -0.812
O 1.096142 1.555424 -1.264174 -0.6 -0.8 -0.3 -1.013
H 1.586487 4.692798 0.288848 0.2 0.1 0.1 0.209
H 0.084202 3.758083 0.445577 -0.1 -0.1 0.0 0.245
H 0.646079 4.238887 -1.168749 0.0 0.0 -0.1 0.224
H 3.670435 3.924611 -1.102767 0.1 0.2 0.2 0.201
H 2.599697 3.417498 -2.437519 -0.3 0.0 -0.1 0.216
H 3.806771 2.296842 -1.791152 0.1 -0.1 0.0 0.224


49
Properties=species:S:1:pos:R:3:forces:R:3:nbo_charge:R:1 method="wB97M-V/def2-TZVPD" lumo_energy_ha=-0.1927 charge=+1 e_above_lowest_kcal_mol=43.27 homo_energy_ev=-13.32 homo_lumo_gap_ev=8.08
Pt 1.289411 0.689988 0.647135 -1.6 -3.3 0.0 1.493
Br 2.952284 0.593579 -2.345123 -0.1 0.1 0.0 0.203
C 3.808020 0.190843 -0.743389 0.0 -0.1 0.5 0.143
C 5.142681 -0.173971 -0.773422 0.0 -0.1 0.0 -0.236
C 5.818168 -0.402408 0.410795 0.1 0.0 -0.1 -0.095
C 5.154891 -0.251045 1.615656 0.0 0.0 0.2 -0.179
C 3.827563 0.090288 1.594464 0.3 0.0 -0.3 0.103
N 3.155970 0.283077 0.441133 1.8 0.6 -1.3 -0.412
C 3.019228 0.306756 2.821501 -0.4 0.1 0.1 0.728
O 3.458032 0.226922 3.926047 0.1 -0.1 0.1 -0.490
O 1.743059 0.561000 2.539404 0.1 1.4 1.0 -0.629
H 5.636812 -0.264338 -1.729350 0.0 0.0 0.0 0.264
H 6.864825 -0.676073 0.388433 0.0 0.0 0.0 0.255
H 5.633305 -0.379297 2.576661 0.0 0.0 0.0 0.277
C 1.629181 2.649821 0.328222 0.0 0.5 0.7 -0.624
H 2.659744 2.898788 0.568603 0.0 0.1 0.0 0.211
H 0.944333 3.202102 0.968734 0.0 0.1 -0.1 0.222
H 1.414972 2.773801 -0.731548 0.0 0.0 0.0 0.220
C -2.980675 -0.384556 1.849565 0.1 -0.1 -0.1 -0.660
C -1.918154 0.686292 1.694979 -0.1 0.1 0.2 0.314
C -2.387940 1.852510 0.851104 0.1 0.0 -0.1 -0.649
C -1.367883 1.132355 3.030994 0.1 0.0 0.0 -0.638
O -0.732657 0.069218 0.987955 0.0 0.6 -0.1 -0.872
P -0.717854 -1.144687 -0.152638 0.3 0.2 -0.6 2.568
O -0.987554 -2.491843 0.310027 -0.1 -0.1 0.3 -1.048
O 0.769823 -0.827318 -0.572500 -0.4 -0.1 -0.5 -1.097
O -1.674739 -0.544680 -1.225333 -0.2 0.2 -0.1 -0.871
C -2.203350 -1.248823 -2.426635 -0.1 -0.1 -0.2 0.298
C -3.186821 -2.327776 -2.002112 0.1 0.1 0.2 -0.651
C -2.908103 -0.154616 -3.204124 0.0 0.1 0.1 -0.624
C -1.041965 -1.827807 -3.215375 0.2 0.1 0.2 -0.647
H -3.768252 0.010738 2.489636 0.0 0.0 0.0 0.242
H -2.568705 -1.283598 2.307574 0.0 0.0 0.1 0.246
H -3.415862 -0.658612 0.887405 0.0 0.0 0.0 0.228
H -3.294866 2.269635 1.288286 0.0 0.0 0.0 0.242
H -2.603351 1.532976 -0.167944 -0.1 0.0 0.0 0.238
H -1.630301 2.640300 0.819055 0.0 0.0 0.0 0.206
H -2.158043 1.620143 3.601107 0.0 0.0 0.0 0.239
H -0.551074 1.846990 2.900156 -0.1 0.0 0.0 0.212
H -0.990668 0.284131 3.602004 0.0 0.0 0.0 0.238
H -4.066728 -1.881223 -1.536096 0.0 0.0 -0.1 0.215
H -2.740364 -3.017991 -1.290488 0.1 -0.1 0.0 0.249
H -3.496396 -2.888590 -2.883054 -0.1 0.0 0.0 0.229
H -3.656215 0.331297 -2.576309 0.0 0.0 0.0 0.219
H -3.410840 -0.587814 -4.068858 0.0 0.0 0.0 0.230
H -2.201319 0.600893 -3.551699 0.0 0.0 0.0 0.215
H -0.479784 -2.552756 -2.621472 -0.1 0.0 0.0 0.226
H -0.357756 -1.037584 -3.530301 0.0 0.0 0.0 0.213
H -1.424071 -2.337032 -4.098847 0.0 0.0 0.0 0.235


45
Properties=species:S:1:pos:R:3:forces:R:3:nbo_charge:R:1 method="wB97M-V/def2-TZVPD" lumo_energy_ha=0.0300 charge=0 e_above_lowest_kcal_mol=0.00 homo_energy_ev=-9.15 homo_lumo_gap_ev=9.97
C 1.175638 -4.483643 -4.016739 0.2 0.1 0.1 -0.607
C 1.890623 -3.433632 -3.174036 -0.2 0.1 0.0 -0.393
C 0.931893 -2.490885 -2.447396 0.0 -0.1 0.2 -0.421
C 0.146955 -3.178609 -1.337680 0.4 -0.3 -0.4 -0.064
O -0.753240 -2.276442 -0.702373 -0.1 0.6 0.5 -0.806
P -0.172841 -1.184256 0.311732 -1.0 0.3 -0.9 2.355
O 1.089932 -1.555469 0.963331 0.2 -0.1 0.4 -1.118
O -0.109547 0.185027 -0.527131 -0.6 -0.9 0.5 -0.825
C 1.096925 0.937752 -0.598844 0.8 0.5 0.1 -0.063
C 0.952104 2.283399 0.100179 -0.4 -0.3 -0.4 -0.421
C -0.129468 3.151264 -0.538957 0.2 0.1 0.2 -0.396
C -0.210579 4.524230 0.114999 -0.1 -0.2 -0.2 -0.602
C -1.600488 -1.019546 1.477642 0.6 0.2 -0.7 -0.264
O -1.559921 -2.156720 2.291439 0.1 -0.4 0.5 -0.692
C -1.458073 0.284125 2.203661 -0.1 0.2 0.2 -0.075
C -0.449798 0.455477 3.145734 -0.1 0.0 0.0 -0.140
C -0.288670 1.667702 3.792868 0.0 0.1 0.1 -0.256
C -1.141666 2.713775 3.486595 0.0 0.2 0.1 -0.075
Br -0.918302 4.391223 4.362769 0.0 -0.2 -0.1 0.055
C -2.148770 2.567245 2.547606 0.0 0.1 0.1 -0.243
C -2.300634 1.349745 1.910402 0.1 -0.2 0.1 -0.183
H 1.899495 -5.067829 -4.579863 0.0 -0.1 -0.1 0.212
H 0.603934 -5.165060 -3.392843 -0.1 -0.1 0.0 0.200
H 0.497221 -4.008413 -4.721476 -0.1 0.0 -0.1 0.202
H 2.532351 -3.926777 -2.441310 0.1 0.0 0.0 0.199
H 2.530878 -2.835235 -3.825490 0.1 0.0 0.1 0.205
H 1.501185 -1.678158 -1.987704 0.0 0.0 -0.1 0.206
H 0.228640 -2.050148 -3.157291 0.0 0.1 0.0 0.204
H -0.482467 -3.981933 -1.725897 0.1 0.0 0.1 0.190
H 0.839630 -3.581070 -0.590923 -0.1 0.0 -0.1 0.194
H 1.314169 1.085960 -1.661596 0.0 -0.1 0.1 0.179
H 1.905790 0.359466 -0.140303 -0.1 0.1 -0.1 0.208
H 0.713511 2.111783 1.151326 0.1 0.0 0.1 0.210
H 1.915547 2.794724 0.048159 0.1 0.0 0.0 0.207
H 0.089220 3.269038 -1.602585 0.0 -0.1 -0.1 0.192
H -1.088658 2.638629 -0.450608 0.0 0.0 -0.1 0.205
H -1.001022 5.117340 -0.338031 -0.1 0.1 0.0 0.208
H 0.729375 5.058662 -0.002591 0.1 0.1 0.0 0.201
H -0.416432 4.432629 1.177955 0.0 0.0 0.2 0.205
H -2.540279 -1.058212 0.923181 0.1 0.1 -0.1 0.224
H -0.642230 -2.307788 2.556414 0.0 -0.1 0.0 0.482
H 0.221852 -0.357699 3.375527 0.1 -0.1 0.0 0.218
H 0.495146 1.799878 4.522735 0.0 0.0 0.1 0.232
H -2.805167 3.392943 2.319798 0.0 0.1 0.0 0.233
H -3.083761 1.225510 1.177616 -0.1 0.0 -0.1 0.219


69
Properties=species:S:1:pos:R:3:forces:R:3:nbo_charge:R:1 method="wB97M-V/def2-TZVPD" lumo_energy_ha=-0.1341 charge=-1 e_above_lowest_kcal_mol=42.65 homo_energy_ev=-6.32 homo_lumo_gap_ev=2.67
Cd -1.653913 -0.983727 0.158319 0.0 -0.2 0.0 0.554
C 4.131962 1.947704 -3.184945 -0.6 0.5 1.4 -0.618
C 4.447113 1.210448 -1.829266 0.9 -1.6 0.6 0.123
C 5.989952 1.195306 -1.615076 0.6 0.1 -0.3 -0.420
C 6.655150 2.445014 -1.075860 -0.5 0.8 -0.7 -0.409
C 6.012440 2.869700 0.200629 -0.8 -0.1 -0.1 -0.408
C 4.437189 3.008180 0.071498 0.5 0.8 2.1 0.111
N 3.791096 1.787037 -0.549608 -5.9 1.8 -2.9 0.096
O 2.332394 1.801096 -0.616902 7.4 -0.2 0.7 -0.235
C 4.042091 4.366387 -0.685156 -0.1 -0.9 0.3 -0.616
C 4.010250 3.127563 1.593454 -0.2 0.4 -1.2 -0.605
C 4.052891 -0.315509 -1.932998 -0.2 0.7 -0.2 -0.612
H 3.053118 2.090038 -3.247563 0.0 -0.2 -0.3 0.240
H 4.528303 1.403295 -4.042068 -0.2 -0.3 0.3 0.238
H 4.567460 2.946206 -3.222865 0.2 -0.1 0.1 0.207
H 6.408706 1.105799 -2.617448 -0.1 -0.6 -0.1 0.224
H 6.321795 0.336104 -1.032211 -0.3 -0.2 0.0 0.217
H 6.508276 3.206551 -1.841750 -0.1 0.4 0.0 0.192
H 7.740852 2.402555 -0.988997 0.0 -0.6 0.1 0.227
H 6.405271 3.815490 0.573804 -0.3 0.2 -0.2 0.225
H 6.298097 2.170035 0.986103 -0.4 -0.3 0.1 0.215
H 2.990103 4.610734 -0.537809 -0.1 -0.4 -0.1 0.235
H 4.260394 4.367468 -1.753072 0.0 -0.3 0.1 0.217
H 4.570465 5.224865 -0.270494 0.4 -0.3 0.3 0.227
H 4.607231 3.926419 2.033393 0.0 0.1 -0.1 0.215
H 4.254444 2.226351 2.155835 -0.3 -0.1 -0.2 0.229
H 2.966675 3.430219 1.679766 0.0 -0.4 0.1 0.230
H 3.929122 -0.791136 -0.960079 0.0 0.3 0.1 0.236
H 4.849397 -0.861370 -2.438666 0.1 0.2 -0.1 0.221
H 3.147200 -0.471094 -2.519196 -0.1 0.2 0.2 0.234
C 1.824374 -5.364453 3.144536 -1.4 0.4 -0.1 0.779
F 1.807633 -6.507232 3.800970 0.3 -0.1 0.4 -0.303
F 2.271236 -4.366553 3.933650 0.0 -0.9 -0.8 -0.315
F 2.613949 -5.513557 2.074993 -0.1 0.4 0.4 -0.317
S -0.029776 -5.052343 2.551788 -0.6 1.5 -2.4 2.071
O 0.043513 -5.011148 1.071056 0.3 0.6 2.7 -0.925
O -0.853138 -6.113019 3.079959 0.8 0.8 0.1 -0.886
N -0.421372 -3.423849 3.150965 1.5 -3.9 -1.7 -1.130
S -0.769274 -3.629576 4.664090 -3.0 1.7 3.2 2.160
O -2.198447 -3.346431 4.904628 2.1 0.0 -0.3 -0.947
O -0.260136 -4.751194 5.428393 0.6 0.5 -0.8 -0.937
C 0.141881 -2.072704 5.422068 -1.3 -1.7 -1.3 0.739
F -0.235651 -1.906787 6.694492 0.5 0.3 -0.5 -0.318
F 1.473198 -2.270771 5.347042 -0.7 0.9 0.3 -0.327
F -0.244689 -0.992137 4.687157 0.8 -0.4 0.9 -0.337
C -5.140162 0.538704 -4.473201 2.3 -1.8 2.5 0.776
F -4.637022 1.309685 -3.455017 -0.1 -0.6 -0.6 -0.342
F -6.386983 0.338310 -4.221007 -1.9 0.3 -0.3 -0.300
F -4.911596 1.160196 -5.576969 -0.2 0.7 -1.5 -0.297
S -4.300977 -1.218831 -4.527234 1.5 -0.4 -1.0 2.068
O -5.015428 -2.006951 -5.552185 0.5 1.7 2.2 -0.891
O -2.916508 -0.931964 -4.889729 -1.1 0.2 0.9 -0.945
N -4.378031 -1.725544 -2.865052 0.0 1.5 -3.8 -1.115
S -5.288563 -2.995157 -2.827026 -1.0 -4.3 2.8 2.151
O -5.037752 -4.094734 -3.770570 -0.6 2.2 0.9 -0.908
O -5.335191 -3.436154 -1.420612 0.1 1.0 -1.5 -0.960
C -7.102978 -2.417970 -3.028084 0.5 -0.8 -0.6 0.730
F -7.942729 -3.349979 -2.580307 0.1 -0.2 0.4 -0.320
F -7.361288 -1.282828 -2.384656 0.2 0.1 0.2 -0.321
F -7.393935 -2.261853 -4.313811 -0.2 0.4 -0.4 -0.322
C -7.174887 2.555613 2.547003 -0.8 0.0 0.1 -0.655
C -6.051282 1.571180 2.873733 -1.1 0.4 0.1 -0.065
O -5.008553 1.670592 1.941956 0.5 -0.4 -0.2 -0.706
H -7.277735 2.827558 1.496502 0.8 0.0 -0.1 0.221
H -7.108147 3.456588 3.156831 -0.1 0.1 -0.1 0.196
H -8.158295 2.105475 2.682598 -0.1 -0.1 0.7 0.215
H -6.489361 0.573348 2.896494 0.5 -0.2 -0.4 0.186
H -5.693014 1.756405 3.886371 0.1 0.0 0.2 0.153
H -4.708406 2.582335 1.957415 0.1 0.0 -0.1 0.457